(1)
A structure of composition C30H72LiN3O22P. Source: the Open Molecules 2025 dataset; level of theory: the ωB97M-V functional and the def2-TZVPD basis.

Positions of all 129 atoms, in Å:
1 P 0.99732 -0.29674 -0.60289
2 O -4.65868 4.53726 0.33811
3 O 0.37232 0.92626 -0.32989
4 O -5.03968 -3.56074 2.57711
5 O 5.73732 -3.88074 1.25111
6 O 1.62032 3.83026 -1.57489
7 O 3.79332 -0.55774 -2.73589
8 O -1.18168 3.65426 -5.27489
9 O 0.08632 0.89526 4.85611
10 O 2.57532 5.69426 -0.87489
11 O 5.77532 -2.06074 2.80411
12 O -0.35268 1.59726 -5.39489
13 O -3.59268 3.60626 1.97111
14 O 1.71432 0.30726 -1.88689
15 O -0.94368 2.52926 -3.39789
16 O 3.70232 3.69326 -0.82489
17 O -0.08668 -1.24774 -1.04289
18 O -2.24968 -2.32174 -2.09989
19 O 1.94432 -0.73474 0.42811
20 O 1.68832 1.29826 6.41911
21 O 7.26032 -3.78574 3.03511
22 O -2.44368 4.19226 0.14611
23 O 2.28832 1.24326 4.32011
24 N -4.44568 0.79726 -1.73189
25 N 2.74332 -4.10374 -1.86089
26 N -1.64768 -2.00074 2.39511
27 C -1.17368 3.67726 0.61811
28 C 0.10732 0.34526 -4.74189
29 C 1.98532 1.54826 2.92811
30 C -5.78768 0.38126 -2.17289
31 C 3.89032 -4.88174 -2.12689
32 C 1.30832 1.16426 5.25411
33 C 6.17532 -3.24074 2.27111
34 C -4.19168 2.14126 -2.39889
35 C -3.42368 -0.10674 -2.12189
36 C 1.49632 6.64926 -1.16489
37 C -0.89268 2.55626 -4.64089
38 C -5.89368 4.53726 0.97311
39 C -1.79968 4.83626 -4.71189
40 C 1.57232 -4.95574 -2.19789
41 C 3.85932 -1.78574 -2.14489
42 C -3.39668 -1.59374 -1.74089
43 C -0.38268 -2.65974 1.91811
44 C 0.67932 1.17826 7.50511
45 C 2.78332 -2.81874 -2.59189
46 C 4.84432 -1.32474 1.95611
47 C 8.12732 -4.71174 2.37711
48 C -2.87268 -2.83774 2.11111
49 C 2.56732 4.35426 -1.10689
50 C 3.79432 2.37026 -0.86589
51 C -1.46568 -1.80474 3.86211
52 C 2.52432 -3.98074 -0.36389
53 C -3.55068 4.09926 0.83311
54 C -4.50468 0.93026 -0.17989
55 C -4.21868 -2.33074 2.56111
56 C -1.72068 -0.67874 1.66911
57 Li 0.76632 1.93326 -1.90889
58 H 1.81832 -2.46674 -2.18989
59 H 3.23332 -3.47174 0.12511
60 H 3.64932 2.21026 -1.97589
61 H 0.34432 0.20226 7.40911
62 H 0.24332 -0.51574 -5.60089
63 H -1.79768 -2.77074 4.31811
64 H 3.76032 -1.55974 -1.12389
65 H -6.00968 3.72726 1.59511
66 H 1.76932 -3.35274 -0.11089
67 H -5.06568 2.70726 -2.26289
68 H -3.65668 0.08526 -3.16589
69 H -3.25968 2.65726 -1.78389
70 H 8.31332 -4.36074 1.33611
71 H 2.99232 -0.17574 -2.29889
72 H -6.61468 1.20926 -1.96589
73 H -4.41768 -2.04974 -2.02489
74 H -4.41468 -2.02374 3.53311
75 H -2.44968 0.23926 -2.08589
76 H -5.83668 5.37926 1.57011
77 H -4.60168 -1.67874 1.69111
78 H 1.84532 0.58126 2.50411
79 H 5.09932 -0.72574 1.15611
80 H -0.36568 0.13426 -3.62689
81 H -6.01268 -3.14174 2.38511
82 H -2.55668 -0.26274 1.71311
83 H 1.30932 6.58526 -2.17489
84 H 1.79932 7.58726 -0.91989
85 H -6.89768 4.77126 0.33311
86 H -4.94968 0.02826 0.21011
87 H -1.86068 5.55326 -5.53389
88 H 0.57032 -2.10474 1.82611
89 H -0.42168 -1.48874 4.29511
90 H 8.94432 -4.76474 3.17111
91 H 2.90732 1.84026 -0.21189
92 H -1.45068 5.02026 -3.71689
93 H 3.91032 -1.85574 1.85011
94 H -2.72368 -3.67874 2.54411
95 H -2.88468 -3.09774 1.04311
96 H 0.02832 -3.25474 2.51511
97 H 2.86832 1.89826 2.45311
98 H -0.24168 1.81226 7.21811
99 H 0.46132 6.30426 -0.67689
100 H -1.15268 2.78326 0.67011
101 H 0.52532 -4.43374 -2.12789
102 H 2.69832 -2.76774 -3.70489
103 H -0.45668 -2.97574 0.96811
104 H -2.85668 4.70226 -4.38389
105 H 4.60332 -0.50074 2.62011
106 H -0.79668 4.08726 1.60011
107 H -1.84268 -0.81674 0.68211
108 H 4.71032 2.19526 -0.41389
109 H -0.35468 4.17926 -0.11489
110 H 4.71132 -4.31974 -1.98289
111 H -5.67568 0.54526 -3.29289
112 H -0.88768 -0.13474 1.92011
113 H 4.00332 -5.11074 -3.18389
114 H 3.97332 -6.03174 -1.94189
115 H -5.07368 1.46826 0.39611
116 H -6.24468 -0.74574 -1.90589
117 H 1.61832 -5.19574 -3.32189
118 H 1.25632 -5.87374 -1.70889
119 H -3.96068 2.37026 -3.38489
120 H -1.26968 -1.89074 -1.68789
121 H 1.09732 1.32626 8.49811
122 H 1.04232 0.33426 -4.64389
123 H -3.69868 1.19126 0.52011
124 H 4.81432 -2.17974 -2.50189
125 H -2.16368 -1.08574 4.25011
126 H 7.20332 -5.55574 2.13311
127 H -3.45568 -1.69374 -0.64589
128 H 2.27832 -5.00274 0.19311
129 H 1.11532 2.15926 2.58811

Forces on atoms 1 to 3 (eV/Å):
2.882 -1.878 -4.606
0.328 1.014 -5.091
-6.412 9.517 4.682

Properties
net charge: +1

***

(2)
A structure of composition C28H35B2CaCl7FMgN3O25S. Source: the Open Molecules 2025 dataset; level of theory: the ωB97M-V functional and the def2-TZVPD basis.

Positions of all 104 atoms, in Å:
1 Ca -0.56949 -4.11543 -2.64960
2 Cl -0.50422 3.29916 -0.76662
3 Cl 2.02256 4.65005 -3.45786
4 Cl -5.52211 5.15950 2.93080
5 Cl 4.53103 -3.68969 8.25822
6 Cl 5.49216 -1.69801 6.31842
7 Cl -3.54910 2.99913 3.03806
8 Cl -4.57022 -0.30196 -2.54623
9 S -4.52479 0.05498 -0.53260
10 Mg 1.29588 -2.98765 1.96786
11 F -7.42438 -5.19257 -0.79797
12 O 3.85671 -0.61691 -5.84724
13 O -4.22664 -3.94623 -0.56218
14 O 2.85047 -2.83656 -6.03475
15 O -1.39182 0.35509 -1.93904
16 O 0.67104 -2.34423 -2.93435
17 O 0.27253 0.23052 -3.41931
18 O 4.81864 -2.55559 -4.73449
19 O 2.61129 1.83764 -0.13510
20 O -3.04159 -5.60068 -1.49543
21 O 1.22712 -1.77709 5.87821
22 O 4.31657 -4.10134 -3.17976
23 O -6.71784 2.50640 -2.55161
24 O 1.05973 0.19703 6.89298
25 O -5.67843 -0.56175 0.04174
26 O 4.94319 -2.24164 -7.15080
27 O 4.41397 1.18360 -7.07883
28 O -4.42256 1.46346 -0.39776
29 O -5.27047 -5.81191 -1.15570
30 O 5.78058 -0.86190 -8.72045
31 O -7.04518 4.68743 -2.94127
32 O 0.90550 -2.90101 -0.59948
33 O -5.04329 3.96701 -2.35444
34 O 0.60344 0.02321 4.69234
35 O 1.92049 -4.44318 -4.78704
36 O 5.54000 4.35545 -3.13194
37 N 4.76058 2.28033 -1.17563
38 N 1.70607 1.71196 -1.25768
39 N 0.86317 3.51627 2.43535
40 C -0.20550 3.28322 3.24322
41 C -4.94651 3.67488 2.17038
42 C -0.70932 -0.68311 0.37553
43 C 1.79466 -1.96153 7.18358
44 C 0.07382 3.81868 4.48464
45 C -6.17891 -5.10747 -0.29583
46 C -0.34386 3.40840 -3.72584
47 C 1.97126 -0.67638 -1.51705
48 C -3.11322 -0.85319 0.06213
49 C 1.36186 4.38784 4.41080
50 C 0.93860 0.46770 -1.17302
51 C -0.18382 0.33830 -2.26191
52 C 3.77991 2.06666 -0.64126
53 C -5.63337 -3.69970 -0.35900
54 C 1.83042 4.18397 3.12631
55 C 1.23856 -0.77055 7.93824
56 C -4.08588 -5.16397 -1.10479
57 C 1.06752 2.94540 -1.59625
58 C -2.02638 0.01290 0.66365
59 C 5.15467 -1.05266 -7.72649
60 C 5.94260 -2.95461 7.47704
61 C 0.93289 -0.46554 5.72559
62 C -6.25626 3.80029 -2.62440
63 C 2.81259 -3.65723 -5.03930
64 C 4.44344 0.01234 -6.87251
65 C 4.07960 -3.48594 -4.18442
66 C 0.50998 0.20602 0.29769
67 C 1.02385 3.18875 -3.13181
68 B 4.13087 -2.04636 -5.95484
69 B 1.20274 -1.99949 -1.62864
70 H 2.87563 -1.93571 7.10241
71 H -6.02037 -3.13866 -1.20894
72 H 0.26948 -0.97625 8.39550
73 H 0.90094 3.22739 1.47417
74 H -0.83748 -1.26965 -0.52821
75 H -0.24962 -2.53031 -2.85755
76 H -5.74427 2.94309 2.18033
77 H -2.18524 0.07288 1.73533
78 H -3.53921 -1.56706 0.75656
79 H 1.89306 4.89168 5.19984
80 H -5.79686 -3.12221 0.54455
81 H 6.56546 -2.51069 8.24306
82 H -0.56476 -1.42416 1.16976
83 H -2.08208 0.99564 0.21986
84 H 2.49742 -0.43877 -2.43577
85 H 5.71591 3.40890 -2.94779
86 H 1.73632 -3.10142 -0.06693
87 H -1.06833 2.76270 2.86584
88 H -2.71146 -1.42754 -0.76292
89 H -1.02381 2.59714 -3.49574
90 H -5.90543 2.04285 -2.28733
91 H 1.91592 -0.39546 8.70005
92 H 1.55202 2.36078 -3.58112
93 H -0.23603 3.45089 -4.80353
94 H 2.75968 4.45935 2.65829
95 H -0.73375 4.36007 -3.38900
96 H 1.49318 -2.91614 7.60610
97 H 1.33969 -0.28168 0.80639
98 H -6.16188 -5.56131 0.69565
99 H 6.48474 -3.73010 6.95125
100 H 2.75251 -0.74722 -0.76123
101 H -0.57909 3.79850 5.33992
102 H 1.71394 3.72885 -1.22715
103 H -4.64702 3.89132 1.15356
104 H 0.34070 1.09457 0.89168

Forces on atoms 1 to 3 (eV/Å):
-0.136 -5.086 0.707
-0.039 -0.147 0.189
0.231 0.000 -0.046

Properties
net charge: 0

***

(3)
A structure of composition C33H48F5N5O3OsS3Si3. Source: the Open Molecules 2025 dataset; level of theory: the ωB97M-V functional and the def2-TZVPD basis.

Positions of all 101 atoms, in Å:
1 Os 0.33445 -0.47434 0.78525
2 S 2.39360 -0.12087 1.43989
3 S 1.30579 3.99237 1.05613
4 S -2.43550 1.12734 0.53648
5 Si 1.34029 -3.51991 1.44122
6 Si -1.62219 -3.06024 0.79128
7 Si 0.24736 -2.23489 -1.62327
8 F 3.92497 2.28401 1.52710
9 F 5.36343 -0.67683 -2.76899
10 F 5.90467 3.12845 -0.06916
11 F 3.45959 -1.58838 -1.13783
12 F 6.58985 1.68624 -2.25495
13 O 0.67291 2.67152 1.41590
14 O -1.00016 0.78088 -0.01231
15 O -2.59475 -1.79630 0.32633
16 N -0.22032 0.12619 2.66652
17 N -1.43431 0.35188 4.31781
18 N -1.40336 -0.20866 3.15703
19 N -2.55874 0.28911 5.11371
20 N -0.37313 1.05945 4.63785
21 C 5.01318 0.04260 -1.71296
22 C 4.26603 1.53739 0.47736
23 C -2.38328 3.99016 0.16628
24 C 2.49117 2.60659 -2.56061
25 C 5.28239 1.99150 -0.33801
26 C 1.29798 -2.95689 3.22984
27 C -1.98519 -4.62598 -0.15587
28 C -3.50770 1.64819 -3.31567
29 C 5.64534 1.24693 -1.44931
30 C -2.37571 2.83164 1.15350
31 C 2.12939 3.79305 -0.51612
32 C -2.72441 1.50606 -2.18166
33 C 4.01690 -0.40720 -0.86668
34 C -4.73683 1.20902 -0.85412
35 C -4.89291 1.58483 -3.22233
36 C 3.08323 4.73827 -0.86750
37 C 1.33141 -3.62582 -2.21185
38 C 0.76684 -5.29907 1.34875
39 C 0.39043 0.91552 3.57211
40 C -4.01629 -1.90165 0.37183
41 C 0.13469 -2.35505 0.36014
42 C 3.43276 3.55855 -2.93447
43 C 1.83666 2.71947 -1.34230
44 C 0.87225 -0.56531 -2.24812
45 C -5.50753 1.37128 -1.99624
46 C 3.73178 4.61942 -2.08888
47 C -1.99692 -3.42549 2.58025
48 C -0.06392 5.02730 0.48268
49 C 3.59446 0.33762 0.22763
50 C -3.35492 1.28265 -0.96528
51 C -1.04081 4.33817 -0.47581
52 C -1.44562 -2.23837 -2.41875
53 C 3.11705 -3.57816 0.89153
54 H -1.35889 -4.17988 3.03657
55 H -1.78667 -5.50066 0.46054
56 H -2.10339 -3.07844 -2.21557
57 H 3.94187 3.47022 -3.88524
58 H 1.53546 -3.82088 3.85644
59 H 0.65666 -5.66890 0.32914
60 H 1.86001 -0.24386 -1.94265
61 H -1.25523 -2.22606 -3.49711
62 H -6.58547 1.31971 -1.92870
63 H -0.58831 3.44614 -0.91302
64 H -4.42443 -1.67840 -0.61405
65 H 1.11609 1.98181 -1.01156
66 H 2.26660 1.77949 -3.22227
67 H -5.20874 1.02594 0.10385
68 H -3.03614 1.81611 -4.27447
69 H 1.24995 -3.71345 -3.29804
70 H 0.15653 0.24042 -2.08904
71 H 1.34461 1.38675 3.43343
72 H -1.45320 -4.75236 -1.09631
73 H -0.13705 -5.53448 1.90617
74 H 3.25331 -3.94754 -0.12200
75 H 4.47947 5.34736 -2.37312
76 H 3.68152 -2.65888 1.01676
77 H -2.75106 4.85943 0.71812
78 H -3.01810 -3.82040 2.59999
79 H 1.01801 -4.57899 -1.78400
80 H -0.55937 5.36157 1.39739
81 H -3.27506 2.84971 1.77703
82 H 1.57935 -5.86945 1.80843
83 H 3.56477 -4.31807 1.56380
84 H -2.74660 -0.68005 5.35161
85 H 2.37937 -3.46738 -1.96818
86 H -3.12656 3.80181 -0.61014
87 H -3.05595 -4.64163 -0.38260
88 H -1.23477 5.01531 -1.30825
89 H 0.33610 -2.57033 3.56291
90 H -1.49960 2.83693 1.80862
91 H -1.98099 -2.52592 3.19213
92 H -1.64623 1.56055 -2.24127
93 H -2.35814 0.82688 5.95128
94 H -4.40939 -1.18869 1.09929
95 H -1.97996 -1.31937 -2.16947
96 H 0.90516 -0.72515 -3.33292
97 H -5.49702 1.70055 -4.11196
98 H -4.35031 -2.89968 0.66314
99 H 0.41186 5.90310 0.03859
100 H 3.33125 5.54905 -0.19192
101 H 2.06230 -2.20421 3.42328

Forces on atoms 1 to 3 (eV/Å):
-0.063 0.080 -0.165
-0.024 0.002 0.108
-0.022 0.048 0.006

Properties
net charge: +2

***

(4)
The ion C9H12NO3S with charge +1. Source: the Open Molecules 2025 dataset; level of theory: the ωB97M-V functional and the def2-TZVPD basis.

Positions of all 26 atoms, in Å:
1 S -1.24093 4.30045 0.14382
2 O 2.17103 -2.02811 0.26146
3 O -2.14683 -3.00135 1.65399
4 O -1.24477 -3.25564 -0.56826
5 N -1.42798 2.53124 0.22568
6 C -1.59870 -0.76518 0.30773
7 C -0.42880 0.05226 -0.53059
8 C 3.48928 -0.14392 -1.00930
9 C 2.09960 -0.68061 -0.32470
10 C -1.64676 -2.40239 0.37692
11 C 0.79960 -0.68380 -1.37526
12 C -2.56066 1.86940 1.03703
13 C -0.39459 1.72439 -0.53835
14 C -2.69912 0.20456 1.11093
15 H 3.99278 0.65320 -0.27781
16 H 0.48078 2.26170 -1.14565
17 H -3.34386 2.50409 1.65287
18 H 1.83705 0.07407 0.55918
19 H -0.34230 4.73550 1.15171
20 H 1.85018 -1.97786 1.21211
21 H 3.28916 0.38989 -2.03143
22 H 4.22267 -1.06178 -1.07154
23 H -3.54727 -0.34127 1.73221
24 H 0.52663 -1.75437 -1.76219
25 H -3.12213 -3.19170 1.52652
26 H 0.98595 -0.01274 -2.31711

Forces on atoms 1 to 3 (eV/Å):
-0.097 0.039 0.249
-0.317 1.821 0.767
-0.222 2.225 -3.231

Properties
net charge: +1

***

Results for calculated total energy: -3353.870925, -7779.786325, -4438.298714, -1028.151250 (in Eh, following the order of the records).
Results for energy above the lowest of the compared OMol25 structures with the same formula, charge and spin: 465.1, 0.0, 0.0, 852.9 (in kJ/mol, following the order of the records).